Record 1
Molecular formula: C4H2O2
Method: DFT, the ωB97M-V functional and the def2-TZVPD basis

```
8
Properties=species:S:1:pos:R:3:forces:R:3
O -0.5134 -1.5174 -1.0293 0.3 0.5 0.0
C 0.2437 -0.5846 -1.1301 -0.2 -0.4 -0.1
C 1.3456 1.3215 -0.0981 -0.4 -0.5 0.0
C 0.3924 0.4269 -0.0247 0.4 0.4 0.0
C -0.5436 0.3008 1.1583 -0.1 0.3 0.5
O -0.6334 1.0999 2.0506 0.0 -0.4 -0.4
H 0.8560 -0.4242 -2.0312 -0.1 0.0 0.1
H -1.1472 -0.6228 1.1046 0.1 0.1 0.0
```
Forces are in eV/Å.

Summary:
Energy above the lowest of the compared OMol25 structures with the same formula, charge and spin = 208.52 kJ/mol
F_max = 0.0124 hartree/bohr
HOMO-LUMO gap = 0.331 hartree
LUMO = -1.7 eV
HOMO = -10.7 eV


Record 2
Molecular formula: C4H2O2Sm
Method: DFT, the ωB97M-V functional and the def2-TZVPD basis

```
9
Properties=species:S:1:pos:R:3:forces:R:3
H -2.4889 -1.1465 -0.3096 3.2 -2.3 -0.7
O -2.6667 1.4117 -0.0525 -0.5 -2.4 -2.0
C -2.2307 0.4604 -0.5296 2.5 5.0 2.7
C -1.3525 -0.6412 -0.5524 -6.0 0.0 0.1
C -0.1405 -0.5654 -0.0929 1.7 -0.1 0.9
C 1.0461 -0.1401 0.4339 -2.1 -0.8 -0.1
O 2.0149 0.3118 -0.2358 3.6 0.3 -0.6
Sm 4.6768 0.6159 -0.1842 -2.0 -0.2 -0.1
H 1.1416 -0.3066 1.5230 -0.4 0.5 -0.2
```
Forces are in eV/Å.

Summary:
Energy above the lowest of the compared OMol25 structures with the same formula, charge and spin = 0.00 kJ/mol
F_max = 0.1205 hartree/bohr
HOMO-LUMO gap (spin up / spin down) = 0.218 / 0.226 hartree
Net charge = +2
Multiplicity = 7
LUMO (spin up / spin down) = -9.5 / -9.3 eV
HOMO (spin up / spin down) = -15.4 / -15.4 eV


Record 3
Molecular formula: C4H2O2Yb
Method: DFT, the ωB97M-V functional and the def2-TZVPD basis

```
9
Properties=species:S:1:pos:R:3:forces:R:3
O -1.4563 1.5413 -0.3234 1.3 0.2 0.1
C -2.2663 0.4849 -0.1670 -1.2 -0.7 -0.2
C -1.6147 -0.7541 0.0022 1.1 0.6 0.6
C -0.6484 -1.5085 0.3350 -0.1 1.2 -0.8
H -3.3487 0.6196 -0.2484 0.4 0.0 0.0
C 2.5777 -0.4165 0.3876 0.1 1.5 0.4
O 2.7066 0.1860 -0.7177 -0.7 -0.1 0.3
Yb 0.5166 0.6745 -0.0720 -0.7 -2.5 0.1
H 3.5334 -0.8273 0.8035 -0.4 -0.2 -0.5
```
Forces are in eV/Å.

Summary:
F_max = 0.0506 hartree/bohr
HOMO-LUMO gap (spin up / spin down) = 0.181 / 0.270 hartree
Multiplicity = 3
LUMO (spin up / spin down) = -1.4 / -1.5 eV
HOMO (spin up / spin down) = -6.3 / -8.9 eV


Record 4
Molecular formula: C4H2O2Yb
Method: DFT, the ωB97M-V functional and the def2-TZVPD basis

```
9
Properties=species:S:1:pos:R:3:forces:R:3
H -0.4594 2.4309 -1.1109 0.0 -0.3 0.2
C -0.4003 1.5141 -0.5181 0.3 0.0 -0.2
C 0.4440 0.5117 -0.7154 -0.4 -0.9 1.4
O -1.3404 1.5858 0.4591 -0.1 0.1 0.1
O -1.4318 0.4902 1.3368 0.8 -0.5 -0.7
Yb -0.5243 -1.3150 1.4408 0.2 1.1 -0.9
C 1.0623 -1.8891 -0.0173 0.4 -0.7 0.2
C 0.9350 -0.6644 -0.4559 -1.1 0.9 -0.2
H 1.7149 -2.6641 -0.4191 -0.1 0.3 0.1
```
Forces are in eV/Å.

Summary:
Energy above the lowest of the compared OMol25 structures with the same formula, charge and spin = 0.00 kJ/mol
F_max = 0.0337 hartree/bohr
HOMO-LUMO gap (spin up / spin down) = 0.244 / 0.235 hartree
Net charge = +1
Multiplicity = 2
LUMO (spin up / spin down) = -6.2 / -6.4 eV
HOMO (spin up / spin down) = -12.8 / -12.8 eV


Record 5
Molecular formula: C4H2OS
Method: DFT, the ωB97M-V functional and the def2-TZVPD basis

```
8
Properties=species:S:1:pos:R:3:forces:R:3
C -0.4771 -2.0009 -0.1132 0.3 1.4 0.6
C -0.8864 1.9697 -0.0984 1.4 -1.1 -0.3
C 0.3339 -1.0931 0.0635 -1.3 -1.9 -1.0
C 0.1565 1.3549 -0.0666 0.8 -0.3 0.5
O 2.5316 -0.0046 0.8352 1.5 0.5 2.1
S 1.5931 0.1155 -0.2162 -3.5 0.3 -2.0
H -1.3818 -2.6339 -0.1317 1.3 0.6 0.0
H -1.8697 2.2923 -0.2726 -0.5 0.6 0.1
```
Forces are in eV/Å.

Summary:
Energy above the lowest of the compared OMol25 structures with the same formula, charge and spin = 302.00 kJ/mol
F_max = 0.0788 hartree/bohr
HOMO-LUMO gap = 0.380 hartree
LUMO = 0.1 eV
HOMO = -10.2 eV


Record 6
Molecular formula: C4H2OS2
Method: DFT, the ωB97M-V functional and the def2-TZVPD basis

```
9
Properties=species:S:1:pos:R:3:forces:R:3
S 1.7042 -1.9782 -0.0014 -0.4 0.4 0.0
C 0.6380 -0.7499 0.0030 0.1 -0.5 -0.1
C 0.8654 0.6741 0.0051 -0.1 0.3 -0.1
C -0.3428 1.2548 -0.0055 0.3 1.2 0.2
O -1.3832 0.3842 -0.0003 -0.4 -0.1 -0.1
C -0.8729 -0.8862 -0.0076 0.1 -0.5 0.1
S -1.8036 -2.1987 0.0012 0.3 0.4 0.0
H 1.8239 1.1741 -0.0052 -0.2 -0.1 0.0
H -0.6290 2.3258 0.0108 0.2 -1.0 -0.1
```
Forces are in eV/Å.

Summary:
Energy above the lowest of the compared OMol25 structures with the same formula, charge and spin = 0.00 kJ/mol
F_max = 0.0239 hartree/bohr
HOMO-LUMO gap = 0.260 hartree
SMILES string = S=C1C=COC1=S
LUMO = -2.1 eV
HOMO = -9.2 eV


Record 7
Molecular formula: C4H2OZn
Method: DFT, the ωB97M-V functional and the def2-TZVPD basis

```
8
Properties=species:S:1:pos:R:3:forces:R:3
C -1.1164 0.5005 0.5376 2.0 0.1 -2.2
C -1.4357 1.0117 -0.5369 -1.9 0.0 0.1
H -1.9061 1.3192 -1.4567 0.2 0.2 0.2
O 0.1580 -2.2572 -0.1869 2.2 2.7 1.8
C 0.6411 -1.2756 0.3027 -2.7 -3.0 -2.1
C 0.3177 0.0842 0.4773 0.0 0.3 3.2
H 0.9434 0.6190 1.2127 -0.3 -0.3 -0.2
Zn 2.3979 -0.0017 -0.3497 0.5 -0.1 -0.7
```
Forces are in eV/Å.

Summary:
Energy above the lowest of the compared OMol25 structures with the same formula, charge and spin = 155.79 kJ/mol
F_max = 0.0887 hartree/bohr
HOMO-LUMO gap (spin up / spin down) = 0.256 / 0.241 hartree
Net charge = +1
Multiplicity = 2
LUMO (spin up / spin down) = -7.0 / -7.7 eV
HOMO (spin up / spin down) = -13.9 / -14.3 eV


Record 8
Molecular formula: C4H2S2
Method: DFT, the ωB97M-V functional and the def2-TZVPD basis

```
8
Properties=species:S:1:pos:R:3:forces:R:3
C 1.2169 0.6963 1.6901 -0.9 -0.1 1.0
C 0.8195 0.6237 0.5386 -1.0 -0.3 0.1
C -0.0862 0.4669 -0.6272 -1.1 0.8 0.4
S -0.6684 1.8069 -1.5373 1.4 -3.0 1.7
C -0.7695 -0.9863 -0.8573 1.6 3.4 -2.5
S -0.6913 -2.3693 -0.1468 0.2 -1.1 1.6
H 1.2982 0.7306 2.8377 0.3 0.0 -2.7
H -1.1192 -0.9688 -1.8978 -0.5 0.3 0.4
```
Forces are in eV/Å.

Summary:
Energy above the lowest of the compared OMol25 structures with the same formula, charge and spin = 179.88 kJ/mol
F_max = 0.0876 hartree/bohr
HOMO-LUMO gap = 0.261 hartree
SMILES string = C#CC(=S)C=S
LUMO = -2.1 eV
HOMO = -9.2 eV